Record 1
Entry from the OMol25 dataset: a cluster of 10 separate species, C40H80O30 in total in a non-equilibrium geometry (wB97M-V/def2-TZVPD).

Total energy, eV: -104200.582
Largest force on an atom, Eh/bohr: 0.0854
Highest occupied orbital energy, hartree: -0.3815
Gap between HOMO and LUMO, eV: 10.922
ΔE to the lowest compared entry with this formula, charge and spin, eV: 3.9601
Molecular weight, u: 1041.1

The geometry in XYZ format:
```
150
C40H80O30, DFT wB97M-V/def2-TZVPD
C -2.79415 -3.21963 -4.30060
C -2.49621 -3.65209 -2.84898
O -1.13125 -3.50066 -2.59493
C -0.70057 -3.67217 -1.28005
O -1.37006 -4.09016 -0.30372
O 0.59326 -3.56652 -1.21840
C 1.27819 -3.58988 0.02224
H -2.78753 -2.13556 -4.41399
H -3.83001 -3.42243 -4.57259
H -2.09340 -3.67165 -5.00255
H -2.71808 -4.71032 -2.71099
H -3.13143 -3.10044 -2.15596
H 2.26711 -4.03750 -0.07671
H 0.76095 -4.20965 0.75466
H 1.36065 -2.55920 0.36722
C -3.89516 -3.08521 1.30722
C -5.15982 -2.84124 2.17196
O -5.72132 -3.96556 2.74675
C -5.09586 -4.65832 3.68779
O -4.16038 -4.28520 4.37357
O -5.82579 -5.74052 3.86103
C -5.63777 -6.53523 4.99212
H -3.32800 -3.95137 1.64809
H -3.30876 -2.19268 1.52544
H -4.09778 -3.18800 0.24116
H -5.87186 -2.44852 1.44611
H -4.89080 -2.05410 2.87633
H -4.80465 -7.23622 4.94102
H -6.47914 -7.21688 5.11685
H -5.54632 -5.93554 5.89772
C -7.94805 -1.03121 4.66353
C -8.54890 -0.66645 3.28531
O -7.51577 -0.37218 2.36180
C -6.89783 0.89036 2.37205
O -7.29720 1.86581 3.01697
O -5.91350 0.72945 1.47072
C -5.10817 1.82590 1.07150
H -7.08073 -1.68044 4.54371
H -8.69244 -1.63658 5.18074
H -7.54452 -0.18207 5.21509
H -9.26276 0.15717 3.29731
H -8.98566 -1.62760 3.01418
H -4.16967 1.89164 1.62194
H -5.65620 2.76567 1.00376
H -4.77712 1.73903 0.03663
C 1.31599 -1.00194 -4.87364
C 0.98123 -2.46072 -5.09950
O 1.81594 -3.32675 -4.39657
C 1.49916 -4.60003 -4.28536
O 0.49612 -5.18713 -4.76196
O 2.44373 -5.07185 -3.47989
C 2.42796 -6.42568 -3.12080
H 1.22894 -0.77314 -3.81147
H 0.63372 -0.38926 -5.46290
H 2.35397 -0.86520 -5.17694
H 1.07663 -2.59929 -6.17644
H -0.08149 -2.67118 -4.97928
H 1.64560 -6.70390 -2.41469
H 3.35021 -6.72009 -2.61992
H 2.19131 -7.10799 -3.93722
C 1.04756 2.75984 1.33134
C 1.65053 4.10264 1.81198
O 2.46984 3.86462 2.85603
C 3.15383 4.94708 3.43200
O 3.10324 6.11417 3.11331
O 3.88451 4.36756 4.40641
C 4.72495 5.13964 5.23339
H 1.86495 2.03950 1.29829
H 0.63787 2.82402 0.32330
H 0.24066 2.20423 1.80917
H 0.86634 4.78648 2.13679
H 2.17734 4.57137 0.98079
H 5.52341 5.62555 4.67264
H 5.22294 4.45347 5.91842
H 4.28124 5.96127 5.79566
C -2.85493 5.33394 3.44118
C -2.83028 4.39098 2.27213
O -2.21826 5.05685 1.18038
C -1.99118 4.33368 0.04385
O -2.36366 3.21094 -0.17832
O -1.39629 5.21483 -0.85884
C -0.93620 4.71759 -2.08682
H -1.96463 5.96213 3.47035
H -2.85265 4.68239 4.31502
H -3.74908 5.95663 3.41209
H -3.82251 4.07706 1.94803
H -2.27016 3.48473 2.50251
H -0.06306 5.32828 -2.31661
H -1.66141 4.89238 -2.88158
H -0.58720 3.68884 -1.99767
C -3.37799 0.38333 4.50056
C -2.37369 -0.37079 3.56563
O -1.00470 -0.18738 3.89029
C -0.08645 -0.74835 3.11401
O -0.34102 -1.45324 2.13314
O 1.10799 -0.58424 3.61014
C 2.20944 -1.04477 2.85199
H -3.34896 1.45762 4.31850
H -3.21508 0.22905 5.56722
H -4.39898 0.09509 4.25036
H -2.57818 -0.13728 2.52075
H -2.59940 -1.43468 3.63846
H 2.39340 -0.43228 1.96931
H 2.17878 -2.10616 2.60576
H 3.03878 -0.95251 3.55326
C 4.48291 -1.67453 -2.44989
C 4.70959 -3.11576 -2.05994
O 5.69497 -3.34894 -1.02698
C 5.44837 -3.08389 0.28164
O 4.34118 -2.72639 0.68410
O 6.59706 -3.26460 1.06464
C 7.86206 -3.63805 0.48888
H 5.36796 -1.30154 -2.96530
H 4.16248 -0.97567 -1.67722
H 3.73640 -1.61344 -3.24178
H 4.88519 -3.70900 -2.95733
H 3.73910 -3.39789 -1.65171
H 7.83247 -4.44183 -0.24676
H 8.63232 -3.83266 1.23515
H 8.21509 -2.79167 -0.10026
C 3.93234 6.72330 -4.83054
C 5.40434 6.29786 -4.61742
O 5.58483 5.27141 -3.66865
C 5.69064 3.98301 -4.04275
O 5.42799 3.44133 -5.11330
O 6.19214 3.28681 -2.90556
C 6.28205 1.90167 -3.02219
H 3.77108 7.49485 -5.58340
H 3.44609 7.19911 -3.97892
H 3.41377 5.83536 -5.19211
H 5.92919 7.21849 -4.36231
H 5.80653 5.97464 -5.57756
H 5.34410 1.42953 -2.72992
H 7.08838 1.58048 -2.36282
H 6.45494 1.56273 -4.04363
C -1.59193 -0.11845 -0.86962
C -0.03937 0.09121 -0.76225
O 0.27842 1.30135 -1.46742
C 1.54822 1.56808 -1.77667
O 2.52643 0.93926 -1.48628
O 1.53797 2.60781 -2.54274
C 2.60621 2.82773 -3.41564
H -2.27185 0.71621 -0.69886
H -1.98020 -0.94744 -0.27790
H -1.69638 -0.44326 -1.90484
H 0.40664 -0.83421 -1.12666
H 0.35616 0.17083 0.25033
H 2.72386 1.99948 -4.11441
H 3.47691 2.96443 -2.77434
H 2.38710 3.77420 -3.90990
```

=====

Record 2
Entry from the OMol25 dataset: a cluster of 19 separate species, C32H102O35 in total in a non-equilibrium geometry (wB97M-V/def2-TZVPD).

Total energy, eV: -106495.171
Largest force on an atom, Eh/bohr: 0.0575
Highest occupied orbital energy, hartree: -0.3499
Gap between HOMO and LUMO, eV: 10.043
ΔE to the lowest compared entry with this formula, charge and spin, eV: 0.0000
Molecular weight, u: 1047.1

The geometry in XYZ format:
```
169
C32H102O35, DFT wB97M-V/def2-TZVPD
O 2.07633 1.41160 0.80516
H 2.80806 1.92713 0.42718
H 1.97116 1.79416 1.72292
O -0.17093 -0.00024 -0.17300
H 0.67841 0.21668 0.26103
H -0.79171 0.30737 0.50129
O -0.90278 -1.63619 -2.42217
H -0.52603 -1.08563 -1.73172
H -1.17183 -2.43163 -1.91013
C 1.94620 -0.33985 -5.04037
C 2.84177 0.85967 -4.88558
O 3.23942 1.13188 -3.52510
O 0.82472 -0.25083 -4.17183
H 2.53228 -1.25939 -4.88368
H 1.58893 -0.42757 -6.09283
H 2.30527 1.73276 -5.28198
H 3.69567 0.67126 -5.47105
H 2.62100 1.86809 -3.27998
H 0.85094 -0.89192 -3.41986
C 2.24200 6.56007 -2.75862
C 3.63911 6.00335 -2.57937
O 3.92273 5.96624 -1.13187
O 2.13062 7.89848 -2.17765
H 1.48119 5.85157 -2.38734
H 2.24559 6.52847 -3.84461
H 4.38825 6.62705 -3.16398
H 3.64710 4.97137 -2.86187
H 4.24784 6.83492 -0.91335
H 1.62527 8.40329 -2.79425
C 3.96637 -0.75655 -1.12936
C 3.45307 -2.00890 -1.82004
O 2.02402 -2.03176 -1.88586
O 3.59509 -0.77768 0.25112
H 3.67653 0.09859 -1.70958
H 5.03508 -0.82211 -1.13195
H 3.79835 -2.95719 -1.34940
H 3.81265 -2.16636 -2.86701
H 1.54405 -2.11750 -1.04583
H 3.02833 -0.02705 0.53259
C 6.26706 -3.13708 1.42787
C 6.29797 -4.59133 1.89451
O 5.15933 -5.33711 1.59986
O 5.05804 -2.61054 1.77512
H 6.63521 -2.99306 0.42830
H 7.10863 -2.71162 2.02542
H 6.51223 -4.57868 2.97796
H 7.17745 -5.02608 1.39707
H 4.48402 -4.98982 2.21176
H 4.76902 -1.95901 1.12294
C -1.74781 2.50888 2.30302
C -1.89764 3.33087 3.61140
O -0.82609 3.06346 4.51925
O -1.75169 1.11113 2.50098
H -0.82412 2.84573 1.81957
H -2.56332 2.81818 1.66165
H -2.80845 3.12777 4.16633
H -1.80056 4.41328 3.40489
H -0.95342 2.13188 4.80819
H -1.06112 0.83547 3.17518
C 1.48003 -3.37993 1.20785
C 1.18390 -4.32667 2.34518
O -0.12739 -4.21792 2.92908
O 0.64041 -3.68442 0.13683
H 2.55531 -3.43006 0.93048
H 1.24133 -2.35387 1.46802
H 1.85749 -4.16008 3.15738
H 1.46367 -5.28348 1.95573
H -0.80778 -4.20718 2.20854
H 1.02529 -4.38044 -0.38303
C -2.66635 1.35084 -4.17843
C -1.94180 1.06441 -5.44423
O -1.64545 -0.29353 -5.51625
O -1.89286 0.71755 -3.16338
H -3.64482 0.79515 -4.23343
H -2.92389 2.31882 -3.76981
H -1.11171 1.74378 -5.58742
H -2.52413 1.33527 -6.30701
H -0.84779 -0.43049 -4.98777
H -1.61435 -0.18578 -3.39905
C -6.92708 4.63071 1.66052
C -5.42244 4.75446 1.83067
O -4.81129 3.59718 2.37618
O -7.25815 3.48846 0.85826
H -7.28607 5.60351 1.19653
H -7.30915 4.53664 2.70343
H -5.10681 5.61361 2.41631
H -4.99197 4.93768 0.84607
H -4.77455 2.86184 1.72080
H -8.21674 3.52582 0.76173
C -2.32371 -2.18717 1.24776
C -3.59513 -2.07999 2.03860
O -3.91620 -0.75872 2.40387
O -2.06929 -3.62016 1.18101
H -1.55314 -1.61605 1.80424
H -2.35127 -1.85719 0.19833
H -3.38955 -2.65822 2.98396
H -4.44592 -2.54140 1.50920
H -3.12238 -0.20654 2.56794
H -1.57777 -3.80125 0.35970
C -4.22969 -2.29510 -3.30532
C -3.99405 -2.45366 -1.83584
O -3.00406 -3.47170 -1.55293
O -4.53506 -3.53768 -3.82998
H -3.30159 -1.93025 -3.79221
H -4.88096 -1.43885 -3.38084
H -4.93726 -2.77400 -1.36935
H -3.62460 -1.45392 -1.50053
H -3.46321 -4.29951 -1.74873
H -4.38185 -3.58775 -4.79759
C -5.44830 1.33391 -1.39669
C -4.38206 0.72530 -0.51306
O -4.40038 1.36937 0.74530
O -6.76303 1.18355 -0.87947
H -5.34428 0.99910 -2.42890
H -5.17054 2.41259 -1.35283
H -3.38809 0.80962 -0.97856
H -4.69467 -0.29836 -0.35362
H -4.54273 0.65367 1.42103
H -6.65550 1.73573 -0.10586
C 1.35778 -0.05678 4.27216
C 2.01471 1.29143 4.53459
O 1.69075 2.22587 3.52274
O -0.09889 0.10278 4.27502
H 1.47350 -0.75504 5.11365
H 1.62414 -0.51731 3.29340
H 3.08110 1.15033 4.52240
H 1.81351 1.74651 5.50685
H 0.79930 2.61900 3.60103
H -0.53647 -0.63214 4.71650
C -1.73902 -3.43812 5.68824
C -1.05822 -4.47919 6.50931
O -0.27240 -5.31239 5.67455
O -0.88559 -2.61919 4.89843
H -2.20417 -2.74612 6.37372
H -2.41721 -3.91965 4.98384
H -1.80398 -5.01295 7.17159
H -0.35397 -3.96569 7.20806
H -0.86893 -5.76028 5.03244
H -0.50204 -3.23616 4.23163
C 5.23810 3.28577 1.48824
C 4.82255 2.85333 2.88904
O 4.04430 3.91772 3.34980
O 4.17783 3.37309 0.57783
H 5.90997 2.56156 1.09800
H 5.74243 4.24702 1.49586
H 5.66622 2.60048 3.55657
H 4.16043 1.96158 2.78691
H 3.14045 3.62777 3.20861
H 3.96197 4.28725 0.46582
C 0.93740 2.83523 -1.89694
C -0.31748 3.41654 -1.31456
O -1.53073 2.87371 -1.80536
O 0.96004 3.01100 -3.33722
H 1.04834 1.77267 -1.71020
H 1.77081 3.41503 -1.46296
H -0.32116 4.54371 -1.37130
H -0.24541 3.14886 -0.25348
H -1.36386 1.99061 -2.16503
H 0.35115 2.39186 -3.75801
C 0.44733 -4.54149 -4.15276
C 0.78616 -5.41491 -2.95183
O 1.75879 -4.75102 -2.12649
O 1.55036 -3.84065 -4.76017
H -0.16673 -3.76415 -3.75255
H -0.10657 -5.10525 -4.92641
H 1.24125 -6.35896 -3.29164
H -0.11157 -5.60662 -2.32759
H 1.78641 -3.80791 -2.37557
H 2.28384 -4.43399 -4.87655
```

=====

Record 3
Entry from the OMol25 dataset: a structure of composition C9H22N3O8SV in a non-equilibrium geometry (wB97M-V/def2-TZVPD).

Total energy, eV: -67056.836
Net charge: -1
Largest force on an atom, Eh/bohr: 0.1284
Highest occupied orbital energy (alpha / beta), hartree: -0.1050 / -0.1063
Multiplicity: 4
Gap between HOMO and LUMO (alpha / beta), eV: 4.411 / 4.653
ΔE to the lowest compared entry with this formula, charge and spin, eV: 9.4232
Molecular weight, u: 383.3

The geometry in XYZ format:
```
44
C9H22N3O8SV, DFT wB97M-V/def2-TZVPD
V -2.24608 -1.19356 0.80785
O -4.44153 0.66708 0.53642
H -5.11728 1.36130 0.41014
S -3.10985 -3.75712 3.18296
O -4.50398 -3.94285 3.57825
O -2.56452 -4.91865 3.92112
O -2.99594 -3.77282 1.72777
O -2.56714 -2.46297 3.49976
C -1.48384 -1.04597 -3.44862
O -1.38732 -1.64408 -2.35294
N -0.51790 -0.39859 -3.99072
C -0.83041 0.39616 -5.22954
C 0.82751 -0.24808 -3.32698
H -2.37684 -1.09706 -4.09059
H -1.73951 0.02390 -5.70186
H 0.00171 0.47036 -5.92966
H -1.28558 1.31099 -4.85008
H 0.93762 -0.81975 -2.40547
H 1.68796 -0.37668 -3.98363
H 0.93132 0.82437 -3.16216
C 2.17904 -3.06946 2.02929
O 1.22296 -2.41447 1.53772
N 3.37627 -2.54683 2.33628
C 3.78191 -1.22759 1.90115
C 4.35584 -3.36984 2.97995
H 2.10320 -4.12872 2.31983
H 3.07842 -0.82085 1.17469
H 4.74796 -1.40940 1.43020
H 3.96018 -0.62679 2.79299
H 3.96805 -4.37218 3.16171
H 5.29634 -3.47534 2.43917
H 4.62126 -2.96377 3.95604
C -0.52800 3.13201 1.15707
O -0.67717 1.91349 0.80491
N -0.91236 4.14294 0.32282
C -0.68767 5.50898 0.84873
C -1.20367 3.86337 -1.07288
H -0.03412 3.51829 2.06210
H -0.69111 5.45050 1.93715
H -1.52616 6.11854 0.51185
H 0.25938 5.97602 0.57844
H -0.38467 4.16760 -1.72463
H -1.41942 2.83309 -1.35588
H -2.10474 4.42447 -1.32053
```